Formula: C21H17Cl2N5OS
Source: OMol25
Level of theory: ωB97M-V/def2-TZVPD

Each atom is followed by the atoms it is bonded to, with distances in Å.
Positions of all 47 atoms, in Å:
1 C 0.70080 -2.90210 -2.00177  H2 1.089, H3 1.088, H4 1.086, C5 1.525
2 H -0.24348 -2.36931 -2.09934  C1 1.089
3 H 1.49487 -2.28151 -2.41265  C1 1.088
4 H 0.64369 -3.82180 -2.57672  C1 1.086
5 C 0.98204 -3.22866 -0.53875  C1 1.525, N6 1.441, H46 1.093, H47 1.093
6 N 1.06292 -2.02453 0.24837  C5 1.441, C7 1.362, C10 1.370
7 C 2.20302 -1.36388 0.59233  N6 1.362, N8 1.310, S31 1.733
8 N 1.92615 -0.24165 1.20809  C7 1.310, N9 1.331
9 N 0.60039 -0.13359 1.26300  N8 1.331, C10 1.312
10 C 0.07056 -1.19078 0.69365  N6 1.370, N9 1.312, C11 1.454
11 C -1.36754 -1.39189 0.61791  C10 1.454, N12 1.297, C16 1.473
12 N -2.04374 -0.32084 0.33870  C11 1.297, N13 1.322
13 N -3.36617 -0.32720 0.33726  N12 1.322, C14 1.357, C20 1.413
14 C -4.06995 -1.43783 0.67222  N13 1.357, C15 1.352, H19 1.079
15 C -3.43710 -2.59667 0.96509  C14 1.352, C16 1.447, H18 1.078
16 C -1.99246 -2.68413 0.94931  C11 1.473, C15 1.447, O17 1.226
17 O -1.36672 -3.70559 1.21044  C16 1.226
18 H -3.99321 -3.47517 1.25100  C15 1.078
19 H -5.14326 -1.33855 0.72187  C14 1.079
20 C -3.97466 0.90796 0.02000  N13 1.413, C21 1.390, C25 1.392
21 C -5.24135 0.96635 -0.55017  C20 1.390, C22 1.384, H30 1.079
22 C -5.80264 2.19739 -0.84005  C21 1.384, C23 1.385, H29 1.080
23 C -5.10746 3.36520 -0.57562  C22 1.385, C24 1.386, H28 1.079
24 C -3.83701 3.30162 -0.02562  C23 1.386, C25 1.381, H27 1.079
25 C -3.26688 2.07932 0.27351  C20 1.392, C24 1.381, H26 1.078
26 H -2.27888 2.00718 0.69979  C25 1.078
27 H -3.28818 4.20869 0.17566  C24 1.079
28 H -5.55274 4.32125 -0.80444  C23 1.079
29 H -6.78625 2.24062 -1.28274  C22 1.080
30 H -5.78349 0.06465 -0.79104  C21 1.079
31 S 3.77878 -1.98010 0.21891  C7 1.733, C32 1.832
32 C 4.83062 -0.70115 1.00361  S31 1.832, C33 1.491, H44 1.091, H45 1.088
33 C 4.57309 0.66673 0.46974  C32 1.491, C34 1.394, C38 1.397
34 C 4.80514 0.97622 -0.86998  C33 1.394, C35 1.385, Cl43 1.729
35 C 4.53128 2.22857 -1.39404  C34 1.385, C36 1.383, H42 1.078
36 C 4.01613 3.21039 -0.56818  C35 1.383, C37 1.382, H41 1.079
37 C 3.79824 2.94707 0.77134  C36 1.382, C38 1.386, H40 1.078
38 C 4.07823 1.68970 1.28162  C33 1.397, C37 1.386, Cl39 1.716
39 Cl 3.82451 1.42721 2.95878  C38 1.716
40 H 3.40892 3.70941 1.42681  C37 1.078
41 H 3.79144 4.18631 -0.96920  C36 1.079
42 H 4.72218 2.42387 -2.43725  C35 1.078
43 Cl 5.46964 -0.22476 -1.92087  C34 1.729
44 H 5.84505 -1.03346 0.77791  C32 1.091
45 H 4.64801 -0.74639 2.07484  C32 1.088
46 H 0.19569 -3.86034 -0.11885  C5 1.093
47 H 1.94177 -3.74384 -0.44448  C5 1.093

Computed properties:
**SMILES string**: CCn1c(SCc2c(Cl)cccc2Cl)nnc1-c1nn(-c2ccccc2)ccc1=O
**ΔE to the lowest compared entry with this formula, charge and spin**: 0.128 eV
**Frontier orbital gap**: 8.09 eV
**Energy**: -2478.01902 Ha

Atomic partial charges in e from the Mulliken method, atoms 1 to 4:
1 C -1.04
2 H 0.32
3 H 0.28
4 H 0.39